Entry 1:
Molecular formula: C25H41BrO14Si
Method: DFT, wB97M-V/def2-TZVPD

The gap between HOMO and LUMO is 0.3642 Eh. The structure (SMILES) is OOC[SiH2]Br.O=C1CCCO1.O=C1CCCO1.O=C1CCCO1.O=C1CCCO1.O=C1CCCO1.O=C1CCCO1. The value obtained for the largest force on an atom is 6.182 eV/Å.

Each line ends with the Mulliken charge.
Positions of all 82 atoms, in Å:
1 O 7.29216 -3.68548 3.63940  -0.3100
2 O 6.46805 -4.42475 2.94955  -0.1946
3 C 5.70198 -3.47302 2.11424  -0.3274
4 Si 3.86695 -3.22338 2.68166  0.5523
5 Br 3.06412 -5.33584 3.24085  -0.3379
6 H 8.12304 -3.46153 3.12591  0.3242
7 H 6.25924 -2.45081 1.99377  0.1716
8 H 5.63645 -3.95156 1.02265  0.2845
9 H 3.12094 -2.82413 1.46961  -0.0789
10 H 3.70193 -2.26012 3.76193  -0.0967
11 O 2.07094 0.37146 0.06454  -0.6685
12 C 1.11437 -0.01540 0.71530  0.3986
13 C -0.31316 0.37421 0.47753  0.0595
14 C -0.97641 -0.05462 1.76191  0.0437
15 C -0.12167 -1.21356 2.20369  -0.5046
16 O 1.19459 -0.90680 1.74639  -0.2321
17 H -0.69644 -0.18059 -0.38335  0.3505
18 H -0.40668 1.45084 0.31775  -0.0903
19 H -2.03078 -0.31797 1.64319  0.4537
20 H -0.91090 0.75631 2.49752  -0.3437
21 H -0.43728 -2.15929 1.75075  0.2541
22 H -0.11719 -1.32575 3.29182  0.3878
23 O -0.73574 3.30296 -0.35479  -0.6562
24 C -0.66349 3.05010 -1.54601  0.6470
25 C -1.05863 3.97588 -2.65641  -0.5949
26 C -1.13689 3.04002 -3.83601  -0.2126
27 C -0.13132 1.97634 -3.48058  -0.4133
28 O -0.16573 1.88594 -2.05706  -0.2798
29 H -0.27842 4.73088 -2.78700  0.2761
30 H -2.02330 4.44646 -2.45297  0.2989
31 H -0.93026 3.52496 -4.79376  0.4201
32 H -2.13990 2.59941 -3.88922  0.0709
33 H 0.88449 2.24487 -3.78910  0.2755
34 H -0.39022 1.00767 -3.91794  0.1869
35 O -3.28019 0.68979 -4.10191  -0.6452
36 C -3.00973 -0.02695 -5.05129  0.4966
37 C -3.97221 -0.93210 -5.75874  -0.0539
38 C -3.04655 -1.82851 -6.54170  -0.5769
39 C -1.85603 -0.93913 -6.78784  -0.4665
40 O -1.78328 -0.08314 -5.64865  -0.3137
41 H -4.60989 -0.33310 -6.41478  0.3455
42 H -4.57444 -1.50110 -5.04672  -0.0486
43 H -3.48986 -2.21880 -7.46164  0.3499
44 H -2.74971 -2.68225 -5.92038  0.2684
45 H -1.97765 -0.31997 -7.68283  0.2425
46 H -0.92931 -1.51341 -6.87735  0.3495
47 O -1.56433 2.69293 3.76076  -0.6083
48 C -0.63889 2.79465 4.54904  0.4890
49 C -0.65616 3.60526 5.80952  -0.4893
50 C 0.80952 3.68601 6.15399  -0.5392
51 C 1.35570 2.40764 5.57401  -0.3633
52 O 0.55460 2.14353 4.42324  -0.2312
53 H -1.22455 3.06684 6.57296  0.2638
54 H -1.08252 4.59587 5.63544  0.2983
55 H 1.00222 3.78963 7.22511  0.3343
56 H 1.25960 4.54666 5.64436  0.2728
57 H 1.26219 1.56398 6.26585  0.2653
58 H 2.40396 2.50897 5.27820  0.2588
59 O 6.16568 3.17376 4.47280  -0.5902
60 C 6.75091 2.11774 4.29813  0.4951
61 C 6.22450 0.95114 3.51833  -0.3280
62 C 7.14183 -0.16235 3.95658  0.0239
63 C 8.41849 0.56935 4.27857  -0.5375
64 O 8.00863 1.84960 4.75685  -0.3485
65 H 6.32221 1.16212 2.44980  0.3201
66 H 5.18466 0.74003 3.77829  0.2044
67 H 7.27189 -0.94411 3.20353  -0.0868
68 H 6.74325 -0.63038 4.86492  0.2250
69 H 9.04990 0.71214 3.39534  0.2891
70 H 8.99941 0.05604 5.05036  0.3249
71 O -6.16806 -3.55986 -5.57806  -0.5819
72 C -6.98289 -3.10298 -4.79353  0.5371
73 C -8.37097 -3.62601 -4.57940  -0.4186
74 C -9.02641 -2.48934 -3.83658  -0.4767
75 C -7.86906 -1.86357 -3.10318  -0.4675
76 O -6.73709 -2.05814 -3.94968  -0.3190
77 H -8.32106 -4.53397 -3.97200  0.2608
78 H -8.86920 -3.82334 -5.53137  0.2818
79 H -9.83457 -2.80848 -3.17312  0.3190
80 H -9.44169 -1.77220 -4.55511  0.2680
81 H -7.67409 -2.35026 -2.14179  0.2681
82 H -8.02354 -0.79391 -2.93411  0.3246

***

Entry 2:
Molecular formula: C25H41F3IN2O7
Method: DFT, wB97M-V/def2-TZVPD

The gap between HOMO and LUMO is 0.2649 Eh. The value obtained for the largest force on an atom is 9.029 eV/Å. Its net charge is +1.

Each line ends with the Mulliken charge.
Positions of all 79 atoms, in Å:
1 C 1.30817 -5.10876 -1.02043  -0.8756
2 C 1.68130 -4.28650 -2.38882  -0.0773
3 O 0.49199 -3.96927 -3.24302  -0.3382
4 C -0.08496 -2.69700 -2.70684  0.1263
5 O -1.06400 -2.83320 -1.80860  -0.4775
6 C 0.57743 -1.29142 -3.23055  -0.0375
7 C -0.16950 -0.60506 -4.51720  -0.5979
8 C -1.59761 0.12868 -4.18805  -0.7248
9 C -1.83684 0.48622 -2.59565  0.3291
10 C -3.07008 -0.31582 -1.79892  0.4723
11 C -4.07918 -1.40004 -2.50125  -0.3613
12 C -5.57959 -1.38647 -1.77518  -1.0255
13 C -5.78254 -2.57352 -0.66234  0.8362
14 F -4.53778 -3.24832 -0.22787  -0.2050
15 F -6.40261 -1.97758 0.57736  -0.2744
16 F -6.80020 -3.56176 -1.17889  -0.2683
17 C -3.23697 0.04614 -0.17352  -0.1881
18 C -2.12495 1.17407 0.36719  -0.1776
19 C -2.17410 1.57676 1.98989  -0.6125
20 C -1.39658 0.30726 2.75201  0.1091
21 O -0.18689 -0.03141 2.22462  -0.4372
22 I -2.20161 -0.82243 4.44332  0.1632
23 N -1.09995 1.84164 -0.48320  -0.5725
24 N -1.03567 1.47939 -1.79281  0.8176
25 C 0.05188 2.21351 -2.61424  -0.2619
26 C 0.65332 3.53554 -1.84846  -0.8660
27 C 1.82775 3.22584 -0.74791  0.1534
28 C 3.13521 2.42565 -1.32801  -0.2317
29 O 4.13325 2.40150 -0.20770  -0.2410
30 C 4.65794 1.01139 -0.06247  0.4768
31 C 3.98090 -0.12872 0.93821  -0.5353
32 O 5.71595 0.71105 -0.84603  -0.5224
33 H 0.68111 -6.09778 -1.20545  0.2684
34 H 2.29756 -5.47404 -0.46209  0.3294
35 H 0.74287 -4.43573 -0.22019  0.1948
36 H 2.39934 -4.97784 -3.03181  0.2849
37 H 2.26498 -3.30748 -2.05324  0.1184
38 H 1.68121 -1.56333 -3.59601  0.4676
39 H 0.73002 -0.56885 -2.30742  0.0925
40 H -0.28322 -1.43644 -5.34309  0.4111
41 H 0.56786 0.24464 -4.91595  0.2725
42 H -1.62858 1.11030 -4.86695  0.4166
43 H -2.44568 -0.57096 -4.62681  0.1223
44 H -4.29445 -1.18103 -3.64643  0.3746
45 H -3.58418 -2.48233 -2.48042  0.2706
46 H -6.36248 -1.61021 -2.64785  0.3434
47 H -5.86296 -0.34546 -1.32104  0.4153
48 H -4.04988 -0.44763 0.51233  0.3088
49 H -1.47051 2.51201 2.12060  0.2816
50 H -3.26288 1.72833 2.39083  0.4156
51 H -0.51141 2.62514 -3.58306  0.2867
52 H 0.88824 1.49200 -3.00056  0.0704
53 H 1.14126 4.25697 -2.66386  0.3654
54 H -0.19454 4.17132 -1.33651  0.3639
55 H 1.35575 2.61775 0.14213  0.0588
56 H 2.22974 4.25901 -0.31028  -0.1114
57 H 3.66303 2.96591 -2.22394  0.1322
58 H 2.85410 1.30179 -1.54443  0.1723
59 H 3.15849 0.32559 1.64226  0.2253
60 H 4.83044 -0.62577 1.59688  0.3350
61 H 3.51489 -0.97638 0.26603  0.0890
62 C -0.11485 -4.39878 7.38267  -1.0057
63 C -1.55218 -4.23187 7.83032  -0.2518
64 O -2.22313 -3.31718 6.97628  -0.4917
65 H 0.40638 -3.43598 7.39554  0.2530
66 H 0.41773 -5.09765 8.03371  0.3432
67 H -0.07027 -4.77124 6.35404  0.3218
68 H -1.59228 -3.83881 8.85046  0.2864
69 H -2.08382 -5.18814 7.80783  0.2632
70 H -2.18935 -3.67952 6.07429  0.2777
71 C 3.58175 6.69163 2.25318  -1.0849
72 C 4.16843 6.00091 1.03957  0.0365
73 O 3.39650 6.30583 -0.11255  -0.5493
74 H 2.54564 6.37546 2.41240  0.2750
75 H 4.16287 6.46306 3.15094  0.3285
76 H 3.56509 7.77710 2.11079  0.3270
77 H 4.16297 4.91558 1.17679  0.1092
78 H 5.20025 6.32159 0.86603  0.3110
79 H 3.41473 7.27110 -0.23058  0.3004

***

Entry 3:
Molecular formula: C25H41F4O9P
Method: DFT, wB97M-V/def2-TZVPD

The gap between HOMO and LUMO is 0.3312 Eh. The structure (SMILES) is CCCCCCCCCP(F)CCC(F)=C(F)F.C[C@@H]1COC(=O)O1.C[C@@H]1COC(=O)O1.C[C@@H]1COC(=O)O1. The value obtained for the largest force on an atom is 0.984 eV/Å.

Each line ends with the Mulliken charge.
Positions of all 80 atoms, in Å:
1 C -3.17693 2.70473 -3.16794  -1.1832
2 C -3.23459 1.16819 -3.18057  -0.4369
3 C -1.99422 0.54698 -3.81846  -0.6605
4 C -0.70623 0.55366 -2.96712  -0.6062
5 C -0.88499 0.25430 -1.46620  -0.6899
6 C -0.94945 1.53658 -0.63458  0.4377
7 C -0.89218 1.25702 0.88888  -0.1716
8 C -0.18113 2.36059 1.70073  0.5070
9 C -1.11061 3.18302 2.62932  -0.9960
10 P -1.92227 4.66766 1.91779  -0.1939
11 F -2.06231 4.19720 0.38401  -0.0524
12 C -0.52659 5.87245 1.88845  -0.8046
13 C 0.68053 5.65276 0.95860  -0.5549
14 C 0.34524 5.57421 -0.49396  0.5097
15 F -0.70157 6.30083 -0.91997  -0.3678
16 C 1.03277 4.87319 -1.38624  0.4106
17 F 1.91306 3.94073 -1.07269  -0.2385
18 F 0.93855 5.01564 -2.68869  -0.2671
19 H -3.54728 3.09802 -4.11650  0.4379
20 H -3.75767 3.13020 -2.34789  0.2951
21 H -2.14795 3.05846 -3.06006  0.1890
22 H -4.10270 0.87409 -3.78095  0.4064
23 H -3.43450 0.79032 -2.17607  0.2953
24 H -1.78564 1.14674 -4.71407  0.3805
25 H -2.18229 -0.46969 -4.17555  0.1749
26 H -0.15472 1.48703 -3.11162  0.4267
27 H -0.06898 -0.23661 -3.36844  0.1622
28 H -1.81852 -0.30560 -1.34316  0.2133
29 H -0.09541 -0.41159 -1.11164  0.5135
30 H -1.91554 2.00468 -0.83657  -0.0947
31 H -0.15032 2.22267 -0.92394  -0.1517
32 H -1.91706 1.11417 1.23920  0.5314
33 H -0.33186 0.32962 1.01798  -0.3845
34 H 0.57618 1.88424 2.33153  -0.0335
35 H 0.34536 3.02166 1.01404  -0.4231
36 H -0.54918 3.52359 3.50415  0.4777
37 H -1.92205 2.53710 2.97192  0.4958
38 H -0.15036 5.83673 2.91737  0.4299
39 H -0.92931 6.87745 1.75594  0.4031
40 H 1.35059 6.51433 1.08098  0.3881
41 H 1.26646 4.78760 1.26484  0.3141
42 C 5.17727 -0.88060 3.65473  -1.5168
43 C 3.82425 -0.28885 3.35393  0.5022
44 C 2.75566 -0.59158 4.38239  -0.5053
45 O 1.55842 -0.54176 3.59288  -0.2590
46 C 1.89772 -0.88078 2.32239  0.6657
47 O 1.11690 -1.15476 1.47043  -0.5904
48 O 3.24017 -0.87433 2.17426  -0.3869
49 H 5.13044 -1.96955 3.63133  0.3576
50 H 5.91515 -0.56339 2.91930  0.3673
51 H 5.51388 -0.56050 4.64113  0.3696
52 H 3.90312 0.78836 3.18278  0.2782
53 H 2.70819 0.13067 5.19289  0.3099
54 H 2.85835 -1.59901 4.79406  0.3247
55 C 0.20225 -4.19336 2.61730  -1.0675
56 C -0.28255 -4.76486 3.92222  0.4620
57 C -1.05041 -3.78888 4.78599  -0.3200
58 O -0.79380 -4.28706 6.10646  -0.3474
59 C 0.40963 -4.91043 6.07752  0.6303
60 O 1.02455 -5.24083 7.03760  -0.5373
61 O 0.81449 -5.09479 4.79807  -0.3673
62 H 0.93227 -3.40705 2.79923  -0.0698
63 H 0.68297 -4.95343 2.00274  0.4075
64 H -0.62859 -3.77111 2.05252  0.4038
65 H -0.86272 -5.67722 3.75898  0.2842
66 H -2.11802 -3.77135 4.58485  0.3352
67 H -0.64669 -2.77545 4.71197  0.1734
68 C -0.29212 -3.07603 -7.22912  -1.3999
69 C 0.25615 -3.57111 -5.91511  0.4550
70 C -0.57251 -4.64474 -5.24312  -0.5136
71 O -0.26760 -4.43890 -3.85909  -0.3421
72 C 0.04258 -3.12667 -3.70260  0.6039
73 O 0.12924 -2.56741 -2.66110  -0.4304
74 O 0.23149 -2.54176 -4.91130  -0.3032
75 H -1.24750 -2.57290 -7.07738  0.3277
76 H 0.38803 -2.36348 -7.69353  0.3478
77 H -0.43490 -3.91262 -7.91386  0.3826
78 H 1.29342 -3.89821 -6.02881  0.2545
79 H -0.30972 -5.65498 -5.54554  0.3215
80 H -1.64378 -4.48422 -5.39019  0.3031

***

Among the records above, which one has the lowest gap between HOMO and LUMO? C25H41F3IN2O7